Record 1
102
Properties=species:S:1:pos:R:3 method="wB97M-V/def2-TZVPD" multiplicity=1 e_tot_ha=-3292.61497 charge=+1 homo_lumo_gap_ev=6.35 e_homo_ev=-9.74 e_lumo_ev=-3.391 relative_energy_kcal_mol=71.5
Bi -0.379 0.891 0.593
C 3.721 7.045 -2.626
C 4.477 5.865 -2.027
N 3.636 4.667 -1.887
C 3.036 4.429 -0.699
C 2.253 3.357 -0.391
C 1.777 3.344 1.062
O 2.204 4.232 1.782
O 0.968 2.417 1.454
C 2.035 2.357 -1.394
O 1.372 1.313 -1.269
C 2.666 2.637 -2.700
C 2.471 1.751 -3.756
C 3.032 1.973 -4.978
F 2.826 1.054 -5.948
C 3.806 3.111 -5.240
C 3.983 4.005 -4.197
C 3.444 3.777 -2.926
N 4.357 3.422 -6.512
C 5.761 3.817 -6.583
C 5.879 4.958 -7.603
N 4.733 4.818 -8.569
C 4.540 3.374 -8.935
C 3.979 2.651 -7.698
H 4.390 7.901 -2.731
H 2.897 7.336 -1.971
H 3.303 6.802 -3.606
H 4.832 6.120 -1.033
H 5.355 5.610 -2.618
H 3.201 5.154 0.090
H 1.866 0.866 -3.604
H 4.524 4.923 -4.387
H 6.385 2.969 -6.888
H 6.122 4.154 -5.620
H 6.809 4.906 -8.162
H 5.798 5.938 -7.140
H 4.868 5.404 -9.387
H 3.889 5.119 -8.084
H 5.508 2.988 -9.240
H 3.860 3.303 -9.777
H 4.360 1.629 -7.689
H 2.897 2.602 -7.759
N 0.832 -1.563 -2.347
C 1.439 -2.554 -3.232
C 2.821 -3.051 -2.789
C 2.862 -3.837 -1.455
C 3.306 -3.055 -0.210
N 2.303 -2.086 0.250
H 1.381 -0.710 -2.351
H 0.960 -1.888 -1.394
H 1.511 -2.128 -4.235
H 0.766 -3.412 -3.303
H 3.507 -2.197 -2.729
H 3.192 -3.701 -3.587
H 3.565 -4.665 -1.562
H 1.877 -4.281 -1.261
H 4.218 -2.508 -0.455
H 3.565 -3.772 0.572
H 2.708 -1.336 0.793
H 1.607 -2.525 0.836
Cl -2.152 1.613 2.186
N -1.714 -0.373 -1.449
C -2.774 -1.315 -1.400
C -2.500 -2.681 -1.429
C -3.539 -3.601 -1.393
C -4.858 -3.170 -1.330
C -5.128 -1.807 -1.279
C -4.096 -0.883 -1.308
H -0.860 -0.768 -1.885
H -1.987 0.484 -1.911
H -1.467 -3.012 -1.495
H -3.318 -4.662 -1.420
H -5.668 -3.889 -1.317
H -6.153 -1.461 -1.213
H -4.308 0.182 -1.258
N -1.181 2.448 -0.702
C -2.229 2.979 -0.884
N -3.301 3.510 -1.205
C -4.301 4.183 -0.668
N -5.228 4.751 -0.269
C -0.608 -2.573 6.548
C -1.032 -2.326 5.100
C -0.232 -3.200 4.147
S -0.548 -2.966 2.382
O -0.238 -1.508 2.108
C -2.358 -3.225 2.349
C -3.149 -1.929 2.353
C -4.652 -2.201 2.406
H -1.207 -1.963 7.225
H 0.443 -2.318 6.704
H -0.749 -3.621 6.824
H -0.878 -1.278 4.839
H -2.098 -2.538 5.005
H -0.389 -4.271 4.325
H 0.837 -2.992 4.239
H -2.589 -3.867 3.204
H -2.555 -3.786 1.435
H -2.911 -1.366 1.453
H -2.858 -1.295 3.189
H -4.976 -2.786 1.544
H -5.198 -1.256 2.404
H -4.922 -2.748 3.314

Record 2
109
Properties=species:S:1:pos:R:3 method="wB97M-V/def2-TZVPD" multiplicity=1 e_tot_ha=-3197.77055 charge=-1 homo_lumo_gap_ev=11.56 e_homo_ev=-9.61 e_lumo_ev=1.952
P 0.230 0.949 -0.489
F -1.199 0.308 -0.260
F -0.073 1.125 -2.096
F -0.427 2.410 -0.185
F 1.648 1.618 -0.713
F 0.497 0.711 1.048
F 0.900 -0.491 -0.760
C 1.071 0.093 -4.800
C 2.424 -0.423 -4.993
N 3.427 -0.947 -5.170
H 0.805 1.060 -5.295
H 0.872 0.145 -3.723
H 0.323 -0.581 -5.235
C -3.801 -3.637 5.050
C -2.752 -3.045 4.196
N -1.951 -2.702 3.446
H -3.988 -2.935 5.820
H -3.383 -4.531 5.502
H -4.720 -3.859 4.534
C -2.831 3.400 -2.680
C -3.572 2.193 -2.687
N -4.098 1.160 -2.594
H -3.543 4.209 -2.425
H -2.548 3.637 -3.703
H -2.001 3.357 -1.985
C 2.728 4.055 3.845
C 2.957 5.244 2.997
N 3.023 6.144 2.248
H 2.501 3.191 3.188
H 1.864 4.240 4.427
H 3.622 3.714 4.391
C -2.015 -1.670 -2.770
C -2.095 -2.570 -3.956
N -2.156 -3.336 -4.812
H -1.054 -1.190 -2.656
H -2.282 -2.273 -1.901
H -2.791 -0.899 -2.815
C -0.770 0.553 3.834
C -1.577 0.222 5.025
N -2.269 -0.087 5.884
H -0.970 -0.089 2.971
H 0.295 0.402 4.047
H -0.915 1.612 3.625
C 1.050 5.536 -0.750
C -0.063 5.662 -1.696
N -0.939 5.723 -2.407
H 1.085 4.650 -0.130
H 1.013 6.392 -0.099
H 2.006 5.607 -1.329
C -2.755 -6.251 2.471
C -2.663 -6.631 3.840
N -2.674 -6.941 4.962
H -1.974 -5.637 2.104
H -3.704 -5.732 2.192
H -2.827 -7.152 1.839
C -0.406 -3.441 0.625
C 0.827 -4.265 0.646
N 1.703 -4.984 0.683
H -0.212 -2.399 0.525
H -0.927 -3.525 1.564
H -1.017 -3.796 -0.219
C 7.410 1.669 -1.785
C 6.208 1.912 -1.022
N 5.173 1.903 -0.493
H 7.316 0.665 -2.243
H 8.299 1.749 -1.183
H 7.508 2.319 -2.617
C 1.230 -3.952 -4.830
C 0.824 -4.088 -3.448
N 0.270 -4.166 -2.425
H 0.953 -4.895 -5.336
H 2.293 -3.865 -4.972
H 0.756 -3.064 -5.294
C 3.748 -2.477 -1.975
C 5.041 -1.745 -1.929
N 6.106 -1.329 -1.899
H 3.935 -3.446 -1.485
H 3.429 -2.633 -3.013
H 2.987 -1.934 -1.414
C -3.259 1.366 1.538
C -3.844 1.750 2.785
N -4.476 2.003 3.694
H -2.577 2.120 1.180
H -4.113 1.139 0.880
H -2.636 0.442 1.604
C 2.467 2.655 -3.345
C 2.287 3.391 -4.560
N 2.297 4.018 -5.526
H 3.105 3.184 -2.628
H 3.004 1.708 -3.607
H 1.535 2.342 -2.910
C -5.741 -2.016 0.941
C -5.610 -3.478 1.179
N -5.620 -4.602 1.390
H -5.364 -1.807 -0.073
H -5.134 -1.410 1.639
H -6.793 -1.744 0.998
C 3.168 -1.114 1.520
C 2.941 -0.288 2.658
N 2.782 0.342 3.631
H 2.266 -1.645 1.300
H 3.921 -1.887 1.683
H 3.435 -0.527 0.667
C -1.303 4.233 2.983
C -1.676 5.599 3.277
N -2.008 6.650 3.522
H -1.173 3.671 3.936
H -0.327 4.197 2.516
H -1.971 3.779 2.291